{"formula": "C78H104BGe2N4P2PbS4", "method": "ωB97M-V/def2-TZVPD", "symbols": ["Pb", "C", "C", "C", "C", "P", "C", "N", "B", "N", "C", "P", "C", "C", "C", "C", "C", "C", "C", "C", "C", "C", "C", "C", "C", "C", "C", "C", "C", "C", "H", "H", "H", "H", "H", "H", "H", "H", "H", "H", "H", "H", "H", "H", "H", "H", "H", "H", "H", "H", "H", "H", "H", "H", "H", "H", "H", "H", "H", "H", "H", "H", "H", "H", "H", "H", "H", "H", "H", "H", "H", "H", "H", "H", "C", "C", "C", "C", "C", "C", "C", "C", "C", "C", "C", "C", "C", "C", "C", "Ge", "S", "S", "Ge", "S", "S", "C", "C", "C", "C", "C", "C", "C", "C", "C", "C", "C", "C", "C", "C", "C", "C", "C", "C", "C", "C", "C", "C", "C", "C", "C", "C", "C", "C", "C", "C", "C", "C", "C", "H", "H", "H", "H", "H", "H", "H", "H", "H", "H", "H", "H", "H", "H", "H", "H", "H", "H", "H", "H", "H", "H", "H", "H", "H", "H", "H", "H", "H", "H", "H", "H", "H", "H", "H", "H", "H", "H", "H", "H", "H", "H", "H", "H", "H", "H", "H", "H", "H", "H", "N", "C", "N", "C", "C", "C", "C", "C", "H", "H", "H", "H", "H", "H", "H", "H", "H", "H"], "coordinates": [[-0.95792, 0.61785, 1.22482], [1.10836, -1.38314, 4.55976], [0.45874, -0.07452, 5.03887], [0.94526, 0.23981, 6.45486], [-1.06846, -0.27647, 5.05223], [0.71104, 1.26779, 3.75189], [-0.06911, 2.78085, 4.51583], [-1.37701, 3.13969, 3.92885], [-1.75708, 3.36639, 2.57296], [-3.17267, 3.42109, 2.46964], [-4.02154, 3.52489, 1.26857], [-3.57544, 2.23424, 0.00151], [-3.75304, 3.20119, -1.59467], [-2.51695, 4.11166, -1.62484], [-5.01155, 4.05879, -1.75299], [-3.63504, 2.21915, -2.76192], [-4.91533, 0.94735, 0.18508], [-4.47643, -0.30445, -0.59864], [-4.94075, 0.57318, 1.67671], [-6.31477, 1.37751, -0.25402], [-3.66367, 3.26505, 3.77641], [-4.96068, 3.35468, 4.25345], [-5.16576, 3.25420, 5.62421], [-4.09553, 3.07205, 6.49618], [-2.79226, 2.99051, 6.01980], [-2.58528, 3.08995, 4.65431], [2.49951, 1.74812, 3.54862], [3.20150, 0.56232, 2.87742], [2.50229, 2.92162, 2.56771], [3.24059, 2.16219, 4.82139], [0.61352, -2.22370, 5.05762], [2.16704, -1.42337, 4.81622], [1.00007, -1.53866, 3.48426], [0.63238, -0.57524, 7.11582], [0.52583, 1.16340, 6.86476], [2.02762, 0.30173, 6.51118], [-1.33077, -0.94326, 5.88055], [-1.40724, -0.75236, 4.12614], [-1.63077, 0.65178, 5.19231], [0.62447, 3.61210, 4.40018], [-0.20610, 2.62582, 5.58125], [-3.88709, 4.50404, 0.80790], [-5.06566, 3.45092, 1.56315], [-2.55948, 4.85841, -0.82466], [-2.48263, 4.64905, -2.58029], [-1.59163, 3.53255, -1.52292], [-5.17732, 4.72726, -0.90369], [-5.90520, 3.45389, -1.88678], [-4.90605, 4.68770, -2.64518], [-2.75437, 1.57629, -2.66421], [-3.53902, 2.78349, -3.69716], [-4.52086, 1.58833, -2.85032], [-3.54075, -0.72507, -0.21472], [-4.35044, -0.11571, -1.66360], [-5.24494, -1.07667, -0.48345], [-3.94610, 0.31405, 2.05450], [-5.57144, -0.31359, 1.80393], [-5.35259, 1.36528, 2.30694], [-6.38835, 1.44594, -1.34029], [-6.61763, 2.33745, 0.17584], [-7.03965, 0.62501, 0.07565], [-5.79955, 3.50988, 3.58533], [-6.17081, 3.33661, 6.01926], [-4.27773, 3.00817, 7.56174], [-1.96496, 2.86269, 6.70870], [2.66000, 0.20641, 1.99476], [3.32831, -0.27532, 3.56074], [4.18953, 0.87315, 2.53989], [1.99406, 2.66612, 1.63027], [3.53997, 3.17211, 2.32026], [2.03808, 3.80663, 3.01215], [3.39926, 1.31874, 5.48784], [2.71979, 2.94853, 5.37690], [4.23049, 2.54608, 4.54827], [7.28730, 1.05326, 1.49135], [6.28739, 0.84909, 0.37902], [5.51865, 1.90477, -0.10073], [4.61769, 1.74058, -1.14495], [3.82801, 2.92767, -1.64310], [4.48678, 0.47343, -1.74322], [5.24998, -0.60067, -1.27236], [5.22126, -1.95664, -1.93052], [6.12076, -0.39713, -0.20269], [3.73537, 0.36811, -3.04104], [4.48540, 0.76773, -4.14800], [3.93808, 0.80563, -5.41498], [2.61668, 0.44739, -5.58708], [1.83749, 0.01269, -4.51660], [2.39828, -0.05115, -3.21645], [1.31793, -0.64117, -1.66498], [0.64115, 1.24201, -0.70632], [-0.42397, -1.98891, -2.09119], [0.12454, -2.91522, -0.11763], [-1.07482, -1.94717, 1.44627], [2.20405, -2.00911, -0.11718], [-0.04093, -4.86920, 0.03521], [0.93653, -5.72408, -0.50154], [0.84085, -7.10018, -0.29123], [-0.22057, -7.64978, 0.40098], [-1.20976, -6.81688, 0.89099], [-1.13784, -5.43489, 0.72844], [-2.29505, -4.67923, 1.31677], [-3.36155, -4.28290, 0.50901], [-3.34752, -4.48997, -0.98884], [-4.47694, -3.69479, 1.10629], [-4.55159, -3.48967, 2.47421], [-5.76606, -2.86086, 3.11146], [-3.46875, -3.87991, 3.25901], [-2.34718, -4.47427, 2.70555], [-1.17703, -4.83904, 3.58282], [2.08751, -5.31774, -1.36961], [3.35359, -5.09418, -0.82252], [3.58646, -4.98936, 0.66678], [4.44319, -4.96488, -1.67866], [4.30675, -5.03767, -3.05427], [5.50249, -4.93234, -3.96612], [3.03518, -5.24988, -3.57813], [1.92313, -5.40550, -2.76091], [0.57204, -5.70554, -3.37075], [0.43194, -0.36274, -4.87481], [-0.60228, 0.57025, -4.76110], [-0.33844, 1.97175, -4.25990], [-1.88844, 0.19617, -5.14986], [-2.16060, -1.06218, -5.66610], [-3.55996, -1.45756, -6.06536], [-1.10312, -1.95162, -5.82775], [0.18901, -1.61794, -5.45143], [1.31228, -2.60081, -5.62745], [7.15938, 2.02717, 1.96712], [8.30903, 1.00261, 1.10883], [7.18814, 0.28085, 2.25709], [5.64600, 2.89272, 0.33622], [4.12736, 3.83380, -1.11062], [2.75644, 2.76956, -1.49240], [3.98200, 3.09196, -2.71170], [4.37115, -2.08739, -2.59763], [5.16968, -2.73999, -1.17596], [6.13413, -2.11299, -2.51619], [6.71105, -1.23721, 0.15823], [5.51816, 1.06083, -3.99119], [4.53712, 1.12001, -6.26218], [2.16359, 0.48686, -6.57243], [1.61360, -7.73733, -0.70446], [-0.28583, -8.72178, 0.54235], [-2.06532, -7.22889, 1.41691], [-2.34710, -4.39626, -1.41189], [-3.98915, -3.75698, -1.48191], [-3.71203, -5.48736, -1.24807], [-5.31197, -3.39833, 0.47638], [-6.50737, -2.57994, 2.36164], [-5.49244, -1.96740, 3.67863], [-6.24408, -3.55374, 3.80823], [-3.50240, -3.71279, 4.33337], [-1.37214, -4.56554, 4.62112], [-0.27517, -4.31265, 3.25250], [-0.95653, -5.90727, 3.54495], [2.66830, -5.11866, 1.23744], [3.99817, -4.00589, 0.91442], [4.30236, -5.74249, 1.00428], [5.43106, -4.80620, -1.25143], [6.39172, -4.61838, -3.41902], [5.32351, -4.21619, -4.77055], [5.71896, -5.89682, -4.43039], [2.91346, -5.32844, -4.65575], [0.68213, -6.04675, -4.40068], [-0.06067, -4.81191, -3.37475], [0.04199, -6.47672, -2.80984], [0.56465, 2.38694, -4.71247], [-0.19085, 1.98579, -3.17515], [-1.17609, 2.62924, -4.50044], [-2.69668, 0.91617, -5.06026], [-4.26933, -0.65052, -5.87646], [-3.88799, -2.33778, -5.50677], [-3.60859, -1.70889, -7.12717], [-1.29232, -2.93378, -6.25624], [0.99803, -3.44319, -6.24354], [1.63186, -2.98628, -4.65503], [2.18567, -2.13891, -6.08981], [-0.83786, 3.77133, 1.45466], [-0.23930, 4.60356, 0.90887], [0.39581, 5.53131, 0.29406], [-0.35619, 6.51692, -0.55032], [0.46557, 6.85174, -1.78024], [1.84918, 7.36094, -1.37961], [2.58419, 6.28917, -0.57522], [1.80668, 5.87997, 0.66500], [-0.52832, 7.40424, 0.06117], [-1.31506, 6.08234, -0.81429], [-0.08045, 7.59216, -2.36480], [0.56938, 5.95217, -2.39368], [1.74977, 8.27325, -0.78255], [2.42495, 7.61579, -2.26857], [3.55919, 6.64751, -0.24411], [2.74954, 5.40970, -1.20306], [1.76543, 6.69373, 1.39061], [2.25522, 5.01331, 1.13485]], "forces_ev_per_angstrom": [[-0.11, -0.32, 0.12], [-0.01, -0.03, 0.05], [-0.07, 0.09, -0.04], [-0.14, 0.02, 0.03], [-0.05, -0.07, -0.04], [0.09, -0.28, -0.03], [-0.38, 0.14, -0.22], [0.25, -0.28, -0.17], [-0.01, 0.19, 0.10], [0.00, -0.07, -0.29], [0.30, 0.00, 0.24], [0.02, -0.07, -0.19], [-0.04, -0.03, 0.04], [-0.03, -0.02, -0.02], [0.04, 0.07, -0.05], [-0.03, 0.02, -0.07], [0.04, -0.06, 0.00], [-0.06, -0.01, 0.09], [-0.08, -0.07, 0.00], [-0.03, -0.07, 0.03], [0.01, 0.15, -0.14], [-0.07, -0.06, 0.04], [0.03, -0.01, 0.00], [-0.01, -0.02, -0.02], [-0.01, -0.08, 0.08], [0.20, 0.10, -0.01], [-0.01, -0.08, 0.11], [-0.01, -0.04, -0.11], [0.05, 0.04, -0.11], [0.06, 0.05, -0.05], [0.05, 0.05, 0.01], [-0.03, 0.00, 0.01], [-0.04, 0.03, 0.01], [0.01, 0.06, -0.03], [0.01, -0.06, -0.03], [0.04, 0.00, 0.01], [0.02, 0.02, -0.08], [0.00, 0.05, 0.05], [0.05, -0.06, 0.03], [-0.03, 0.08, 0.07], [-0.01, 0.05, 0.07], [-0.03, 0.08, 0.09], [-0.02, 0.03, 0.02], [-0.18, -0.21, -0.09], [-0.01, -0.01, 0.08], [-0.05, 0.02, -0.03], [0.01, -0.03, -0.05], [0.01, 0.01, 0.02], [-0.02, -0.05, 0.06], [-0.07, 0.02, 0.00], [-0.01, -0.04, 0.07], [0.03, 0.03, -0.01], [-0.04, 0.05, -0.01], [0.00, -0.01, 0.02], [0.05, 0.04, 0.00], [-0.01, 0.02, -0.01], [0.06, 0.10, -0.01], [0.02, -0.05, -0.04], [-0.01, 0.01, 0.03], [0.03, -0.06, -0.01], [0.04, 0.05, -0.03], [0.04, 0.02, 0.04], [0.05, -0.03, -0.03], [0.02, -0.01, -0.06], [-0.07, 0.03, -0.03], [0.00, 0.03, 0.05], [0.02, 0.03, -0.02], [0.15, 0.05, -0.02], [0.02, -0.03, 0.04], [-0.06, 0.00, 0.00], [0.06, 0.04, -0.08], [0.01, -0.01, 0.01], [0.02, -0.04, -0.03], [-0.08, 0.00, 0.03], [-0.07, 0.00, -0.05], [-0.02, 0.02, 0.15], [-0.02, 0.04, 0.05], [-0.07, -0.08, -0.03], [0.06, -0.07, 0.01], [-0.08, 0.01, 0.02], [-0.01, 0.04, -0.05], [0.04, 0.22, 0.05], [-0.01, -0.09, -0.01], [-0.14, -0.05, -0.02], [0.02, 0.01, 0.07], [0.09, 0.05, -0.06], [-0.05, -0.03, -0.05], [0.10, 0.00, 0.27], [0.06, 0.03, -0.24], [0.01, -0.05, -0.06], [0.05, 0.19, 0.12], [-0.02, -0.01, -0.23], [0.11, 0.22, -0.13], [0.17, 0.27, 0.05], [-0.03, 0.12, -0.06], [-0.12, -0.08, 0.09], [-0.06, 0.02, 0.06], [-0.01, -0.01, 0.02], [0.01, 0.00, -0.01], [-0.05, 0.03, 0.02], [0.09, 0.08, -0.02], [0.01, -0.10, -0.05], [0.02, -0.04, -0.04], [-0.01, 0.06, 0.11], [0.02, 0.02, -0.06], [-0.02, 0.07, 0.02], [0.06, -0.07, -0.01], [0.00, 0.00, 0.04], [0.02, -0.12, 0.02], [0.00, 0.02, -0.05], [0.08, -0.04, 0.06], [-0.06, 0.03, 0.06], [0.03, -0.03, -0.09], [0.01, -0.14, 0.07], [0.01, -0.06, -0.07], [-0.06, 0.00, 0.04], [-0.02, 0.02, -0.06], [-0.08, -0.03, -0.05], [0.10, 0.11, 0.03], [-0.01, 0.01, 0.12], [-0.01, 0.01, 0.07], [0.00, -0.07, 0.00], [0.01, 0.02, 0.00], [-0.06, 0.00, -0.01], [0.06, 0.01, 0.02], [-0.01, -0.06, 0.00], [0.02, 0.02, 0.10], [-0.04, -0.08, 0.07], [0.00, -0.04, -0.02], [-0.02, 0.00, 0.01], [0.00, 0.03, -0.03], [-0.03, -0.05, -0.01], [0.06, -0.12, 0.00], [0.01, -0.01, -0.01], [0.02, 0.01, 0.01], [-0.02, 0.01, 0.03], [0.02, 0.18, -0.03], [-0.06, 0.01, 0.04], [-0.05, 0.06, -0.04], [-0.04, -0.01, 0.00], [-0.03, -0.01, 0.04], [0.01, -0.01, 0.05], [-0.01, 0.00, 0.00], [0.00, 0.03, 0.01], [0.06, 0.02, -0.03], [0.00, 0.00, 0.01], [0.01, -0.05, 0.03], [0.01, 0.00, 0.00], [0.04, -0.01, 0.03], [0.02, 0.00, 0.02], [-0.02, -0.02, -0.02], [0.02, 0.03, -0.03], [0.00, -0.01, -0.07], [0.00, -0.01, -0.05], [-0.05, -0.02, 0.02], [-0.01, 0.01, 0.01], [-0.01, 0.00, 0.00], [0.00, -0.07, -0.02], [-0.03, 0.01, -0.02], [-0.09, -0.12, -0.04], [-0.02, 0.00, -0.01], [0.00, 0.00, 0.02], [0.00, 0.01, 0.00], [-0.01, 0.00, 0.06], [0.01, 0.04, 0.02], [0.02, 0.00, 0.01], [0.02, 0.02, -0.04], [-0.01, -0.02, 0.00], [-0.02, 0.00, -0.06], [0.03, -0.04, -0.01], [0.04, -0.03, -0.03], [0.03, -0.03, -0.01], [0.01, 0.04, -0.02], [0.00, 0.01, 0.04], [0.02, 0.09, 0.03], [0.00, -0.01, 0.03], [0.03, -0.02, 0.02], [-0.03, -0.04, -0.01], [-0.42, -0.27, 0.52], [0.35, 0.61, -0.23], [-0.04, -0.07, 0.03], [0.16, -0.08, 0.02], [0.13, -0.06, 0.08], [-0.02, -0.09, 0.02], [-0.16, 0.02, -0.10], [-0.13, -0.04, -0.21], [0.04, 0.04, 0.07], [0.19, 0.08, 0.07], [0.00, 0.02, 0.00], [-0.04, 0.02, -0.03], [0.00, 0.02, -0.03], [0.01, 0.02, 0.01], [0.04, -0.01, -0.02], [-0.03, 0.07, 0.06], [-0.08, 0.06, 0.02], [-0.01, -0.13, 0.06]], "mol_weight_g_mol": 1651.17, "orbital_gap_ha": 0.25340, "spin_multiplicity": 1, "lumo_ev": -2.25, "largest_force_ha_per_bohr": 0.014, "homo_ev": -9.15, "total_charge": 1}